DFT (ωB97M-V with the def2-TZVPD basis set) results for C27H27ClN3O6S2Ta as an isolated structure at a distorted geometry.

Total charge: +2
E_tot: -2973.9885 hartree
HOMO-LUMO gap: 6.30 eV
HOMO: -13.3 eV

XYZ file:
```
67
Properties=species:S:1:pos:R:3:forces:R:3
Ta -0.294 -0.070 -0.070 1.93 -1.91 1.62
C -4.116 0.652 -1.850 -0.18 -0.26 0.19
O -3.575 1.582 -2.770 0.40 0.15 -0.29
C -2.676 2.503 -2.335 0.12 -0.29 0.32
C -2.712 3.758 -2.946 0.16 -0.16 0.25
C -1.850 4.775 -2.564 -0.06 -0.11 0.01
C -0.953 4.568 -1.538 0.06 -0.40 0.25
C -0.862 3.310 -0.922 -0.68 -0.35 -0.62
C 0.030 3.116 0.170 0.18 -0.11 0.41
N 0.277 1.965 0.718 -1.21 -1.60 -1.64
N 1.055 1.914 1.781 1.34 0.23 1.70
C 1.205 0.718 2.289 0.22 2.15 -0.15
O 0.628 -0.303 1.715 -1.02 -0.54 -0.79
C 1.983 0.616 3.512 0.26 -0.33 0.50
C 1.961 -0.544 4.290 -0.09 0.20 -0.34
C 2.648 -0.581 5.487 0.11 -0.03 0.11
C 3.370 0.526 5.912 -0.05 -0.03 -0.06
C 3.406 1.681 5.140 0.00 -0.08 0.00
C 2.713 1.730 3.948 -0.10 -0.21 -0.14
C -1.703 2.246 -1.353 -0.10 1.90 -0.66
O -1.508 1.033 -0.821 -1.52 0.81 -0.99
H -5.049 0.314 -2.301 0.08 -0.03 0.09
H -4.335 1.126 -0.888 0.04 -0.03 -0.05
H -3.450 -0.208 -1.694 -0.25 0.30 -0.07
H -3.444 3.916 -3.722 -0.11 -0.02 -0.07
H -1.902 5.736 -3.049 -0.03 0.07 -0.06
H -0.302 5.358 -1.202 0.07 0.13 0.05
H 0.504 3.991 0.609 0.09 -0.11 0.06
H 1.387 -1.395 3.956 -0.06 -0.14 -0.01
H 2.623 -1.476 6.091 0.00 -0.05 0.06
H 3.907 0.490 6.847 0.06 -0.02 0.11
H 3.974 2.538 5.469 0.01 0.03 0.02
H 2.721 2.615 3.334 0.04 0.13 0.01
Cl 6.482 -2.732 0.367 0.01 -0.05 0.01
C 4.989 -1.961 0.016 -0.23 0.18 -0.09
C 4.980 -0.600 -0.330 -0.02 -0.51 0.08
C 3.799 0.038 -0.628 -0.90 -0.01 -0.04
C 2.574 -0.641 -0.544 2.07 -1.39 0.50
O 1.450 -0.025 -0.810 -0.99 0.87 -0.65
C 2.573 -2.022 -0.180 0.40 1.05 -0.22
C 1.358 -2.758 -0.090 0.14 -0.45 0.04
O 0.202 -2.297 -0.129 -0.36 0.90 -0.20
C 3.804 -2.665 0.066 -0.05 0.16 0.00
H 5.912 -0.059 -0.374 0.10 0.04 0.00
H 3.781 1.079 -0.908 0.06 0.13 -0.04
H 1.460 -3.848 0.022 -0.13 0.16 -0.01
H 3.814 -3.714 0.315 0.01 -0.16 0.06
C 0.304 0.289 -4.735 -0.02 -0.17 0.35
C 0.447 -0.780 -3.667 0.45 -0.18 -0.29
O -0.600 -0.711 -2.678 -0.24 0.19 0.55
H 1.102 0.172 -5.461 0.07 -0.02 -0.14
H 0.380 1.287 -4.308 -0.03 0.11 0.06
H -0.646 0.197 -5.258 -0.08 0.00 -0.08
H 1.381 -0.655 -3.117 -0.10 -0.10 -0.13
H 0.424 -1.780 -4.115 0.07 0.13 0.09
H -1.418 -0.542 -3.168 -0.04 0.05 0.35
S -2.155 -1.005 1.471 0.30 -0.02 0.18
C -3.105 -2.206 0.762 -0.45 -0.22 -0.12
N -4.037 -2.831 1.461 0.41 0.52 0.00
C -4.776 -3.882 0.793 -0.21 -0.56 -0.18
C -4.693 -3.544 -0.688 0.07 0.26 -0.11
S -3.046 -2.737 -0.888 -0.16 -0.31 0.30
H -4.142 -2.656 2.452 0.01 0.05 0.00
H -5.809 -3.899 1.142 0.07 0.04 -0.04
H -4.321 -4.854 1.017 -0.03 0.13 -0.06
H -5.436 -2.799 -0.979 -0.01 -0.13 0.03
H -4.774 -4.413 -1.334 0.09 -0.01 0.02
```
Positions in Å, forces in eV/Å.